Entry 1:
105
Properties=species:S:1:pos:R:3:lowdin_charge:R:1 method="wB97M-V/def2-TZVPD" total_charge=-1 e_lumo_ev=2.0
Cl 4.774 10.117 -0.153 -0.02
P 2.017 5.806 -0.389 0.26
P 3.287 9.436 -1.497 0.25
Al 1.866 8.171 -0.066 0.06
O 2.677 -3.241 1.627 -0.18
O 2.156 -2.338 -1.226 -0.11
O 5.889 -4.409 -3.826 -0.18
O -2.116 3.120 -1.106 -0.18
O -7.066 -0.123 4.135 -0.11
O 7.462 -5.952 -1.757 -0.11
O 4.119 8.323 -2.390 -0.50
O -6.921 1.516 6.672 -0.19
O -7.010 2.852 3.618 -0.19
O 1.519 5.080 0.974 -0.23
O -5.272 2.460 -0.438 -0.20
O 8.232 -6.640 -4.601 -0.19
O 3.335 5.289 -0.724 -0.37
O 0.883 5.181 -1.375 -0.24
O -3.715 1.063 -2.630 -0.11
O 1.592 -0.202 0.833 -0.19
C -5.089 1.063 -0.557 -0.20
C 7.800 -4.702 -2.320 -0.18
C 6.890 -6.953 -2.568 -0.19
C -5.998 0.519 6.285 -0.20
C 4.505 -4.552 -3.579 -0.10
C -5.970 3.139 2.698 -0.09
C -2.282 3.091 -2.502 -0.20
C 3.364 -2.235 -0.506 -0.18
C -0.937 2.509 -0.613 -0.10
C 2.289 0.987 0.480 -0.09
C 9.628 -6.503 -4.735 -0.12
C 0.673 -0.680 -0.120 -0.21
C -6.471 2.968 -0.978 -0.11
C -7.998 1.960 3.158 -0.20
C -3.823 0.663 -1.283 -0.19
C -5.895 0.317 4.790 -0.18
C 7.789 -7.558 -3.624 -0.20
C 3.608 -3.273 0.566 -0.20
C 6.646 -3.839 -2.779 -0.19
C -3.571 2.435 -2.946 -0.18
C -8.178 0.740 4.033 -0.19
C 0.927 -2.102 -0.572 -0.18
C 1.992 -4.444 1.884 -0.12
C -7.951 1.102 7.539 -0.12
H -2.310 4.127 -2.863 0.13
H 3.514 -1.222 -0.125 0.11
H -0.596 1.708 -1.272 0.07
H 3.285 0.937 0.917 0.09
H 1.889 -5.055 0.983 0.09
H -5.002 0.827 6.628 0.13
H -8.948 0.132 3.551 0.13
H 0.166 -2.323 -1.327 0.13
H 10.012 -7.161 -5.521 0.08
H 8.552 -4.807 -3.106 0.11
H 7.200 -8.334 -4.130 0.13
H 5.943 -6.624 -2.999 0.11
H 9.842 -5.473 -5.017 0.09
H -5.803 2.320 2.000 0.07
H 1.788 1.872 0.875 0.08
H -5.178 -0.497 4.645 0.13
H -1.435 2.595 -2.988 0.13
H -7.244 3.050 -0.206 0.08
H 10.151 -6.717 -3.799 0.09
H -2.937 0.947 -0.712 0.10
H -6.193 4.050 2.135 0.09
H 0.850 5.662 1.373 0.05
H -7.680 1.282 8.583 0.09
H 2.502 -5.027 2.659 0.09
H -1.164 2.075 0.364 0.09
H -5.474 1.197 4.301 0.11
H 2.395 1.090 -0.602 0.10
H 0.772 -2.810 0.246 0.11
H -4.440 3.014 -2.622 0.11
H 8.639 -8.053 -3.141 0.12
H -0.141 3.245 -0.494 0.06
H -5.052 3.302 3.262 0.09
H -3.567 2.460 -4.039 0.13
H -6.233 -0.436 6.768 0.12
H 1.099 5.396 -2.293 0.06
H 6.655 -7.765 -1.872 0.13
H -7.788 1.641 2.130 0.12
H -5.954 0.598 -1.042 0.12
H -8.842 1.688 7.311 0.08
H 8.276 -4.157 -1.501 0.13
H -5.012 0.643 0.455 0.12
H 0.639 -0.023 -0.991 0.11
H 0.358 8.690 -0.259 -0.16
H 4.288 -4.666 -2.514 0.08
H -8.565 1.014 5.019 0.11
H 7.079 -2.899 -3.142 0.13
H 4.164 -5.451 -4.094 0.09
H 6.008 -3.600 -1.921 0.11
H -8.195 0.044 7.408 0.09
H -6.270 3.967 -1.366 0.09
H -3.835 -0.432 -1.323 0.13
H 0.993 -4.193 2.243 0.09
H 4.139 -2.396 -1.261 0.11
H 3.950 -3.694 -3.969 0.09
H 3.641 -4.271 0.109 0.12
H -6.844 2.350 -1.799 0.09
H 4.603 -3.067 0.982 0.13
H 4.633 8.843 -3.027 0.01
H 2.303 8.405 1.462 -0.14
H -0.324 -0.668 0.343 0.13
H -8.961 2.489 3.151 0.13

***

Entry 2:
103
Properties=species:S:1:pos:R:3:lowdin_charge:R:1 method="wB97M-V/def2-TZVPD" smiles="CC(C)[C@H](C)COC1=C(CCCCS(=O)(=O)Cl)C(=O)OC1=O.CO.CO.CO.CO.CO.CO.CO.CO.CO.CO" e_lumo_ev=-1.7
Cl -2.522 -2.441 0.707 0.36
S -1.439 -0.649 0.684 0.49
O 3.021 -5.364 -1.397 -0.13
O 4.199 3.989 -5.259 -0.16
O -2.211 0.466 1.490 -0.43
O -7.441 -1.835 5.366 -0.15
O -4.083 -1.971 -4.450 -0.15
O 3.190 6.795 -5.028 -0.14
O -4.418 -0.276 -6.828 -0.14
O -0.052 -0.780 1.389 -0.41
O 5.311 -1.578 0.219 0.03
O 1.077 1.021 7.911 -0.13
O 3.144 0.364 3.658 -0.15
O 0.776 -3.294 -0.120 -0.01
O -3.124 -1.528 4.653 -0.13
O 4.357 -0.387 -2.494 -0.07
O -4.751 -1.295 8.404 -0.13
O 3.013 -2.637 0.329 0.03
C 2.363 2.970 -2.079 -0.09
C 2.307 -6.511 -0.975 -0.15
C 3.668 0.834 -2.921 -0.15
C 0.055 -0.732 -3.354 -0.18
C 2.166 0.392 4.681 -0.15
C 3.489 -1.300 -1.736 -0.03
C -1.126 0.023 -1.037 -0.24
C -5.797 -2.246 8.329 -0.17
C 4.062 -1.788 -0.275 -0.14
C 1.874 -2.709 -0.617 -0.21
C 4.861 3.418 -6.373 -0.15
C 3.794 2.119 -1.917 -0.26
C 3.928 1.770 -0.325 -0.32
C -4.171 -2.479 4.578 -0.16
C 2.548 1.222 0.379 -0.09
C 4.317 3.179 0.488 -0.09
C 1.319 -1.775 -3.412 -0.12
C 2.212 6.823 -4.005 -0.16
C 2.171 -1.921 -2.021 0.02
C -8.144 -0.610 5.456 -0.16
C -4.826 -2.698 -3.489 -0.16
C -1.071 -1.157 -2.215 -0.19
C -5.050 0.980 -6.663 -0.15
C 2.401 0.639 8.237 -0.18
H 1.238 -6.286 -0.948 0.07
H 3.257 5.874 -5.335 0.04
H -6.050 -2.577 9.339 0.08
H -5.296 -3.561 -3.968 0.08
H 2.477 -0.258 5.502 0.06
H 1.207 0.056 4.278 0.08
H -0.399 -0.706 -4.453 0.13
H -3.842 -3.337 3.986 0.07
H -8.146 -0.117 4.481 0.08
H -0.160 0.687 -1.005 0.09
H 1.827 2.076 0.764 0.10
H 2.294 3.439 -3.166 0.08
H -4.423 -2.810 5.588 0.06
H -6.044 0.940 -7.114 0.08
H -9.170 -0.800 5.783 0.08
H 5.101 4.201 -7.096 0.08
H -5.049 -2.020 4.117 0.07
H -7.907 -2.384 4.712 0.09
H 3.283 3.749 0.664 0.08
H 3.099 1.311 7.732 0.08
H 2.112 7.847 -3.638 0.08
H -5.469 -3.104 7.737 0.07
H 2.526 0.707 -3.168 0.10
H -7.646 0.033 6.186 0.08
H 4.184 1.160 -3.947 0.15
H 2.873 0.615 1.339 0.08
H -2.022 0.773 -1.279 0.14
H 1.898 0.521 -0.299 0.05
H -4.709 -1.678 -5.134 0.06
H 4.855 2.952 1.514 0.10
H 5.776 2.923 -6.039 0.08
H 4.808 4.637 -4.866 0.09
H 1.451 2.205 -2.000 0.06
H 4.972 3.814 -0.249 0.08
H 2.488 -7.323 -1.684 0.08
H -0.935 -2.236 -1.783 0.10
H -2.117 -1.063 -2.780 0.11
H 0.862 -2.853 -3.632 0.14
H 0.481 0.408 8.373 0.09
H 2.546 0.712 9.318 0.07
H 2.066 1.416 5.048 0.08
H 2.652 -6.813 0.017 0.08
H 4.796 0.994 -0.200 0.13
H 4.629 2.876 -2.294 0.14
H -2.922 -1.253 3.743 0.05
H -4.459 1.755 -7.158 0.08
H 2.083 -1.500 -4.281 0.14
H 2.523 6.172 -3.184 0.06
H -4.549 -1.020 7.494 0.07
H -4.150 -3.043 -2.703 0.07
H -6.676 -1.787 7.868 0.06
H 4.201 2.683 -6.839 0.08
H 3.211 -0.556 3.351 0.08
H 2.195 3.752 -1.226 0.08
H -5.144 1.205 -5.597 0.08
H -3.539 -0.209 -6.419 0.08
H 2.841 -4.661 -0.749 0.03
H -5.590 -2.051 -3.052 0.08
H 1.253 6.487 -4.408 0.08
H 0.375 0.365 -3.107 0.09
H 2.578 -0.386 7.903 0.07

***

Entry 3:
98
Properties=species:S:1:pos:R:3:lowdin_charge:R:1 method="wB97M-V/def2-TZVPD" total_charge=-1 e_lumo_ev=2.4
O 1.339 4.542 -1.765 -0.17
O 2.338 -2.684 -1.990 -0.18
O 0.063 0.075 0.872 -0.36
O -2.813 -3.249 -7.734 -0.21
O 2.258 3.162 3.563 -0.20
O -2.471 -2.014 4.606 -0.18
O 1.829 -3.939 3.334 -0.17
O -3.279 -0.216 -1.975 -0.20
O -1.498 4.689 2.145 -0.20
N 1.860 0.900 -1.249 -0.09
N 2.092 -0.428 2.538 -0.07
N -1.706 1.030 2.748 -0.08
N -1.525 -1.164 -4.968 -0.06
C -2.506 -1.175 -3.874 -0.18
C 1.906 -2.771 2.546 -0.26
C -1.800 5.510 1.059 -0.13
C 1.751 3.380 -1.040 -0.18
C -1.405 -2.375 5.451 -0.15
C 3.140 -3.691 -1.394 -0.14
C 2.563 -1.472 -1.228 -0.14
C 1.825 -0.315 -2.038 -0.18
C 2.173 2.116 2.598 -0.20
C -1.767 0.061 3.839 -0.19
C 1.945 5.690 -1.338 -0.17
C -1.452 2.434 3.104 -0.22
C 2.349 4.440 2.952 -0.09
C -2.056 -1.478 -6.290 -0.17
C 1.830 -1.584 3.432 -0.21
C -2.581 -2.975 -6.377 -0.23
C -1.759 3.279 1.893 -0.20
C 1.425 2.079 -1.840 -0.26
C -3.067 -0.056 -0.533 -0.06
C -2.063 -1.426 3.361 -0.13
C -2.914 -4.689 -8.000 -0.07
C 1.990 -5.160 2.589 -0.09
C 2.056 0.770 3.405 -0.23
C -2.124 -0.271 -2.621 -0.30
H 2.292 -0.131 -3.055 0.13
H 2.756 -2.564 2.073 0.07
H 2.074 5.652 -0.292 0.06
H 3.012 -4.409 -2.092 0.04
H 2.767 0.714 4.178 0.08
H -2.103 2.869 3.801 0.11
H -2.723 3.080 1.705 0.07
H 2.181 -6.060 3.221 0.10
H -2.979 -1.592 2.756 0.14
H -1.510 -2.640 6.493 0.06
H -3.571 -3.147 -5.815 0.14
H -2.809 -2.223 -3.676 0.11
H 0.972 -1.561 3.728 -0.01
H -0.735 -1.620 5.953 0.09
H 2.980 5.925 -1.698 0.09
H -1.277 -1.675 2.882 0.03
H -1.298 -0.893 -2.223 0.11
H 1.498 4.700 2.366 0.07
H 2.997 -5.046 2.059 0.09
H -0.255 -0.494 0.159 -0.04
H -1.784 0.706 -2.794 0.11
H -2.847 -0.806 -6.466 0.10
H -1.423 6.408 1.532 0.09
H 2.851 -3.999 -0.456 0.03
H -3.535 -0.688 -3.980 0.13
H 1.095 -0.428 1.816 0.11
H -3.898 -5.180 -7.424 0.14
H -2.879 5.454 0.924 0.08
H -0.893 0.710 2.042 0.08
H 1.872 -1.736 -0.274 0.15
H -0.818 -3.199 4.978 0.10
H 2.827 3.329 -0.686 0.15
H -3.061 -4.871 -8.973 0.03
H 1.174 3.405 -0.260 0.03
H 1.372 -5.077 1.789 0.04
H 3.491 -1.196 -0.946 0.08
H -0.875 0.172 4.411 0.08
H -2.286 -0.818 -0.161 0.09
H 1.435 2.274 1.881 0.06
H -0.982 2.766 1.146 0.15
H -2.609 0.437 4.426 0.11
H 1.421 -2.809 1.671 0.07
H 1.154 0.943 4.026 0.10
H -1.283 -1.363 -7.013 0.10
H -0.948 -1.901 -4.737 0.07
H -4.071 -0.142 -0.071 0.09
H 3.267 2.092 2.048 0.16
H 1.186 0.727 -0.404 0.10
H -1.863 -3.695 -6.096 0.09
H 3.291 4.403 2.378 0.10
H 0.794 -0.414 -2.215 0.06
H 0.343 2.166 -2.203 0.13
H -2.088 -5.192 -7.605 0.05
H 2.706 -1.518 4.246 0.18
H 1.785 2.311 -2.835 0.10
H 4.308 -3.603 -1.218 0.13
H -1.350 5.307 0.091 0.08
H -0.422 2.551 3.257 0.08
H 2.465 5.038 3.709 0.03
H 1.423 6.610 -1.706 0.10
H -2.562 0.915 -0.153 0.10

***

Table of HOMO (eV), in record order: -4.53, -9.76, -4.93
Table of orbital gap (eV), in record order: 6.510, 8.021, 7.319